A 2-piece molecular cluster, C4H4BrN overall at a distorted geometry, computed with ωB97M-V/def2-TZVPD.

Properties
HOMO level	-11.061	eV
LUMO energy	-2.9	eV
energy relative to the best compared isomer or geometry (same formula, charge and spin)	128.2	kcal per mole
total charge	0
gap between HOMO and LUMO	8.146	eV
spin multiplicity	1

Geometry as XYZ:
```
10
Properties=species:S:1:pos:R:3:lowdin_charge:R:1
C -2.04 -1.10 1.87 -0.24
C -0.98 0.54 -0.16 0.09
C 0.18 0.25 -0.42 -0.72
C 1.30 0.93 -1.14 -0.12
N -2.30 -1.93 2.53 0.02
Br 0.74 -1.54 0.41 0.72
H -1.61 -0.19 1.00 -0.02
H 2.22 0.93 -0.52 0.08
H 1.54 0.23 -2.03 0.11
H 0.96 1.87 -1.55 0.08
```

---

A 2-piece molecular cluster, C4H4BrN2O overall at a distorted geometry, computed with ωB97M-V/def2-TZVPD.

Properties
HOMO level	-14.334	eV
LUMO energy	-3.4	eV
energy relative to the best compared isomer or geometry (same formula, charge and spin)	0.0	kcal per mole
total charge	+1
gap between HOMO and LUMO	10.912	eV
spin multiplicity	1

Geometry as XYZ:
```
12
Properties=species:S:1:pos:R:3:lowdin_charge:R:1
C -0.34 1.31 -0.99 -0.01
C -0.75 0.07 -0.51 -0.02
C 1.34 0.31 0.03 -0.75
C -1.59 -2.37 1.49 0.02
N 0.99 1.37 -0.66 0.08
N 0.37 -0.57 0.07 0.09
O -2.49 -2.84 1.97 0.09
Br 3.09 0.01 0.67 0.90
H -0.85 2.15 -1.33 0.12
H -1.84 -0.32 -0.43 0.16
H 1.40 2.30 -0.80 0.20
H 0.66 -1.43 0.47 0.11
```

---

The molecule C4H4BrNS at a distorted geometry, computed with ωB97M-V/def2-TZVPD.

Properties
HOMO level	-9.199	eV
LUMO energy	0.4	eV
energy relative to the best compared isomer or geometry (same formula, charge and spin)	13.3	kcal per mole
total charge	0
gap between HOMO and LUMO	9.633	eV
spin multiplicity	1

Geometry as XYZ:
```
11
Properties=species:S:1:pos:R:3:lowdin_charge:R:1
C 0.63 -1.81 -0.66 -0.36
C -0.86 -0.46 0.66 -0.46
C 0.64 0.74 -0.68 -0.42
C 0.62 -0.74 0.29 -0.89
N 0.58 -2.74 -1.28 0.20
S -1.14 0.65 -0.73 0.82
Br 1.97 -1.05 1.60 0.77
H -1.55 -1.31 0.65 0.08
H -1.14 0.23 1.50 0.09
H 1.01 1.74 -0.20 0.09
H 1.27 0.77 -1.58 0.07
```

---

The molecule C4H4Cl2 at a distorted geometry, computed with ωB97M-V/def2-TZVPD.

Properties
HOMO level (spin up / spin down)	-9.358 / -8.744	eV
LUMO energy (spin up / spin down)	-1.4 / -2.3	eV
energy relative to the best compared isomer or geometry (same formula, charge and spin)	145.3	kcal per mole
total charge	0
gap between HOMO and LUMO (spin up / spin down)	7.966 / 6.460	eV
spin multiplicity	1

Geometry as XYZ:
```
10
Properties=species:S:1:pos:R:3:lowdin_charge:R:1
C 1.34 -0.11 -0.22 -0.09
C -0.87 -0.28 -1.22 -0.02
C -0.15 -0.05 0.35 -0.66
C 0.24 0.56 -0.95 -0.15
Cl -0.76 -0.15 1.90 0.64
Cl -1.24 1.58 3.52 -0.18
H 2.16 0.60 0.13 0.11
H 1.85 -1.16 -0.35 0.13
H -0.83 -1.30 -1.64 0.10
H -1.75 0.32 -1.53 0.11
```

---

C4H4Cl2 as an isolated structure at a distorted geometry, computed with ωB97M-V/def2-TZVPD.

Properties
HOMO level	-10.140	eV
LUMO energy	0.3	eV
energy relative to the best compared isomer or geometry (same formula, charge and spin)	71.1	kcal per mole
total charge	0
gap between HOMO and LUMO	10.479	eV
spin multiplicity	1

Geometry as XYZ:
```
10
Properties=species:S:1:pos:R:3:lowdin_charge:R:1
C -0.58 -0.39 1.27 -0.46
C -0.43 -0.10 -0.30 -0.77
C 0.70 0.77 -0.65 -0.25
C 1.85 1.15 -0.99 0.04
H -0.07 -1.26 1.60 0.05
H -0.47 0.58 1.76 0.08
H -1.33 0.27 -0.68 0.03
H 2.84 1.49 -1.95 0.19
Cl -2.33 -0.95 1.27 0.51
Cl -0.16 -1.57 -1.34 0.59
```

---

C4H4Cl2N2O3RuSTm as an isolated structure at a distorted geometry, computed with ωB97M-V/def2-TZVPD.

Properties
HOMO level (spin up / spin down)	-23.212 / -25.118	eV
LUMO energy (spin up / spin down)	-15.8 / -19.9	eV
energy relative to the best compared isomer or geometry (same formula, charge and spin)	0.0	kcal per mole
total charge	+4
gap between HOMO and LUMO (spin up / spin down)	7.364 / 5.205	eV
spin multiplicity	8
expectation value of S²	15.82

Geometry as XYZ:
```
18
Properties=species:S:1:pos:R:3:lowdin_spin:R:1
Tm 0.42 3.00 -0.88 2.04
Ru 0.89 0.21 0.05 3.00
Cl -1.33 2.42 0.68 0.09
Cl 2.65 1.67 -0.72 0.20
C 1.24 -1.17 -1.08 0.12
C -1.29 4.57 -2.11 0.00
C 1.54 4.00 -3.05 0.00
O 1.57 -1.96 -1.90 0.13
O -2.11 5.20 -2.61 0.00
O 2.11 4.33 -3.99 0.00
N 0.34 -3.14 1.66 0.47
C -0.72 -2.36 1.78 0.10
N -1.84 -2.97 2.22 0.59
S -0.62 -0.65 1.58 0.22
H 0.35 -4.10 2.02 0.01
H 1.18 -2.75 1.27 0.01
H -2.64 -2.42 2.43 0.01
H -1.75 -3.88 2.68 0.01
```

---

The molecule C4H4Cl2O2 at a distorted geometry, computed with ωB97M-V/def2-TZVPD.

Properties
HOMO level	-10.441	eV
LUMO energy	-0.1	eV
energy relative to the best compared isomer or geometry (same formula, charge and spin)	9.3	kcal per mole
total charge	0
gap between HOMO and LUMO	10.390	eV
spin multiplicity	1

Geometry as XYZ:
```
12
Properties=species:S:1:pos:R:3:lowdin_charge:R:1
C -1.69 -0.21 0.75 -0.03
C -0.55 0.51 0.04 -0.52
C 0.73 -0.29 -0.20 -1.05
C 1.85 0.56 -0.75 -0.33
H -2.37 0.58 1.07 0.09
H -2.13 -0.95 0.04 0.09
H -1.38 -0.77 1.63 0.06
H 1.75 0.81 -1.83 0.14
O -0.60 1.61 -0.44 0.12
O 2.82 0.82 -0.11 0.07
Cl 0.26 -1.54 -1.44 0.66
Cl 1.30 -1.13 1.25 0.71
```

---

C4H4Cl2O4S as an isolated structure at a distorted geometry, computed with ωB97M-V/def2-TZVPD.

Properties
HOMO level	-9.455	eV
LUMO energy	0.2	eV
energy relative to the best compared isomer or geometry (same formula, charge and spin)	41.7	kcal per mole
total charge	0
gap between HOMO and LUMO	9.649	eV
spin multiplicity	1

Geometry as XYZ:
```
15
Properties=species:S:1:pos:R:3:lowdin_charge:R:1
C -0.90 -0.11 1.53 -0.94
C -1.20 1.26 -1.24 -0.95
C 2.06 0.02 0.09 -0.06
C -0.81 -0.91 0.38 -0.32
O -0.10 0.78 1.76 -0.07
O -1.71 2.23 -0.84 0.15
O 0.73 -1.46 -1.56 -0.30
O 0.12 1.05 -1.27 -0.14
S 0.45 -0.42 -0.64 0.84
Cl -2.16 -0.45 2.70 0.69
Cl -2.13 -0.01 -2.01 0.80
H 2.50 0.51 -0.74 0.07
H 1.77 0.31 1.08 0.05
H 2.58 -0.92 0.32 0.09
H -1.21 -1.88 0.43 0.08
```

---

A 2-piece molecular cluster, C4H4Cl4 overall at a distorted geometry, computed with ωB97M-V/def2-TZVPD.

Properties
HOMO level	-8.358	eV
LUMO energy	-0.9	eV
energy relative to the best compared isomer or geometry (same formula, charge and spin)	152.4	kcal per mole
total charge	0
gap between HOMO and LUMO	7.498	eV
spin multiplicity	1

Geometry as XYZ:
```
12
Properties=species:S:1:pos:R:3:lowdin_charge:R:1
C -0.47 -1.45 0.49 -0.12
C 1.04 0.52 0.28 -0.66
C 1.68 0.86 -0.96 -0.19
C -1.74 -0.79 0.27 -1.75
Cl 1.27 1.44 1.60 0.76
Cl -1.78 0.48 -1.09 0.48
Cl -2.49 0.17 1.59 0.48
Cl -2.73 -2.11 -0.14 0.66
H -0.39 -1.65 1.62 0.04
H 1.96 1.97 -1.19 0.12
H 2.52 0.15 -0.73 0.13
H 1.12 0.40 -1.75 0.05
```

---

The molecule C4H4ClF at a distorted geometry, computed with ωB97M-V/def2-TZVPD.

Properties
HOMO level (spin up / spin down)	-5.596 / -10.225	eV
LUMO energy (spin up / spin down)	1.1 / -2.4	eV
energy relative to the best compared isomer or geometry (same formula, charge and spin)	25.2	kcal per mole
total charge	0
gap between HOMO and LUMO (spin up / spin down)	6.657 / 7.837	eV
spin multiplicity	3
expectation value of S²	2.01

Geometry as XYZ:
```
10
Properties=species:S:1:pos:R:3:lowdin_spin:R:1
C -0.56 -0.77 -0.70 0.78
C 0.43 -1.62 -0.38 0.67
C 0.11 0.47 -0.13 0.10
C 1.28 -0.76 0.44 0.10
F 0.58 -2.93 -0.67 0.15
Cl 2.90 -0.38 -0.19 0.07
H -1.46 -0.84 -1.28 0.05
H 0.70 0.97 -0.81 0.02
H -0.30 1.00 0.68 0.02
H 1.16 -0.80 1.60 0.03
```

---

A 2-piece molecular cluster, C4H4ClF3N2O2 overall at a distorted geometry, computed with ωB97M-V/def2-TZVPD.

Properties
HOMO level (spin up / spin down)	-8.139 / -8.143	eV
LUMO energy (spin up / spin down)	-0.3 / -0.3	eV
energy relative to the best compared isomer or geometry (same formula, charge and spin)	21.7	kcal per mole
total charge	0
gap between HOMO and LUMO (spin up / spin down)	7.795 / 7.799	eV
spin multiplicity	1

Geometry as XYZ:
```
16
Properties=species:S:1:pos:R:3:lowdin_charge:R:1
C 0.22 -1.68 -0.34 -0.51
C -0.06 -0.94 1.05 -0.50
C 0.50 0.46 0.86 -0.27
C -1.23 1.16 -0.87 -0.45
N 1.19 -0.91 -0.85 0.10
N 1.36 0.36 -0.23 0.07
O -0.09 -2.77 -0.75 0.09
O 0.64 1.39 1.88 0.11
F -2.04 2.03 -0.31 0.08
F -0.50 1.84 -1.83 0.01
F -2.00 0.25 -1.60 0.00
Cl -1.78 -1.07 1.58 0.68
H 0.67 -1.54 1.59 0.13
H 1.48 -0.94 -1.88 0.22
H 1.78 1.03 -0.76 0.12
H -0.14 1.33 2.44 0.11
```

---

The molecule C4H4ClN5 at a distorted geometry, computed with ωB97M-V/def2-TZVPD.

Properties
HOMO level (spin up / spin down)	-8.832 / -8.833	eV
LUMO energy (spin up / spin down)	-0.9 / -0.9	eV
energy relative to the best compared isomer or geometry (same formula, charge and spin)	33.1	kcal per mole
total charge	0
gap between HOMO and LUMO (spin up / spin down)	7.892 / 7.892	eV
spin multiplicity	1

Geometry as XYZ:
```
14
Properties=species:S:1:pos:R:3:lowdin_charge:R:1
C -1.75 -0.31 -0.45 -0.29
C 0.83 -0.26 1.39 -0.12
C 0.33 0.08 -1.23 -0.37
C 1.20 -0.56 -0.02 -0.58
N -0.95 -0.50 -1.35 0.13
N -0.06 0.69 1.43 -0.01
N 0.10 1.42 -0.71 0.10
N -0.32 1.44 0.44 -0.09
N -2.53 0.40 0.18 0.22
Cl 2.99 -0.30 -0.32 0.56
H 1.36 -0.57 2.29 0.12
H 0.84 -0.18 -2.17 0.14
H 1.05 -1.59 -0.47 0.11
H -3.09 0.23 0.99 0.09
```

---

A 3-piece molecular cluster, C4H4ClNO2 overall at a distorted geometry, computed with ωB97M-V/def2-TZVPD.

Properties
HOMO level	-8.202	eV
LUMO energy	-1.7	eV
energy relative to the best compared isomer or geometry (same formula, charge and spin)	140.7	kcal per mole
total charge	0
gap between HOMO and LUMO	6.499	eV
spin multiplicity	1

Geometry as XYZ:
```
12
Properties=species:S:1:pos:R:3:lowdin_charge:R:1
C -0.07 0.97 -0.74 -0.33
C 0.72 -0.04 -1.15 -0.11
C -0.36 -0.77 0.63 -0.57
C -0.72 0.55 0.46 -0.58
H -1.11 2.33 -1.13 0.14
H 1.25 -0.07 -2.06 0.10
H 1.89 -1.57 0.37 0.32
H 0.62 -1.92 2.25 0.29
N 0.45 -1.22 -0.36 0.07
O -0.17 2.15 -1.50 0.02
O -0.56 -1.52 1.75 -0.09
Cl -1.94 1.12 1.48 0.74
```

---

The molecule C4H4ClNO2S at a distorted geometry, computed with ωB97M-V/def2-TZVPD.

Properties
HOMO level (spin up / spin down)	-9.025 / -9.024	eV
LUMO energy (spin up / spin down)	-1.2 / -1.2	eV
energy relative to the best compared isomer or geometry (same formula, charge and spin)	102.6	kcal per mole
total charge	0
gap between HOMO and LUMO (spin up / spin down)	7.827 / 7.826	eV
spin multiplicity	1

Geometry as XYZ:
```
13
Properties=species:S:1:pos:R:3:lowdin_charge:R:1
C 0.58 0.22 -0.37 -0.05
C -0.12 -0.32 0.67 -0.18
C 0.00 0.52 -1.71 -0.18
C -1.46 -0.72 0.68 -0.39
N -0.46 -0.43 -2.32 -0.11
O -4.14 -0.43 0.39 -0.55
O -0.79 -0.59 -3.48 -0.33
S -2.77 0.04 0.06 0.97
Cl -0.88 0.96 -4.57 0.45
H 1.56 0.57 -0.12 0.10
H 0.55 -0.65 1.43 0.10
H 0.02 1.49 -2.24 0.10
H -1.60 -1.48 1.38 0.06
```

---

The molecule C4H4ClNOS at a distorted geometry, computed with ωB97M-V/def2-TZVPD.

Properties
HOMO level	-9.192	eV
LUMO energy	0.4	eV
energy relative to the best compared isomer or geometry (same formula, charge and spin)	53.1	kcal per mole
total charge	0
gap between HOMO and LUMO	9.639	eV
spin multiplicity	1

Geometry as XYZ:
```
12
Properties=species:S:1:pos:R:3:lowdin_charge:R:1
C -0.68 -0.15 -0.96 -0.21
C 0.59 -0.26 -1.22 -0.17
C 1.49 0.02 0.02 -0.62
C 0.39 0.32 1.20 -0.40
H -3.26 0.92 1.06 -0.13
H -1.27 -0.75 -1.77 0.15
H 1.06 -0.60 -2.26 0.15
H 1.91 -1.06 0.10 0.14
N -0.94 -0.01 0.48 -0.41
O 0.58 0.63 2.30 0.14
S -2.59 -0.31 1.08 0.74
Cl 2.73 1.26 -0.05 0.63
```

---

The molecule C4H4ClNOS at a distorted geometry, computed with ωB97M-V/def2-TZVPD.

Properties
HOMO level (spin up / spin down)	-8.345 / -9.220	eV
LUMO energy (spin up / spin down)	-1.7 / -0.3	eV
energy relative to the best compared isomer or geometry (same formula, charge and spin)	153.7	kcal per mole
total charge	0
gap between HOMO and LUMO (spin up / spin down)	6.666 / 8.886	eV
spin multiplicity	1

Geometry as XYZ:
```
12
Properties=species:S:1:pos:R:3:lowdin_charge:R:1
C 1.71 -0.47 0.65 -0.12
C 1.24 0.47 -0.07 -0.09
C 1.12 -1.87 0.68 -0.79
C 0.37 1.34 -0.75 -0.62
N -1.03 -1.40 -0.21 0.16
O -0.06 -2.16 0.20 -0.16
S 1.96 -3.06 1.48 0.73
Cl 0.72 2.95 -0.09 0.60
H 2.61 -0.24 1.14 0.09
H -0.65 1.03 -0.61 0.06
H 0.56 1.16 -1.80 0.09
H -1.58 -1.91 -0.85 0.06
```

---

The molecule C4H4ClNOS at a distorted geometry, computed with ωB97M-V/def2-TZVPD.

Properties
HOMO level	-9.412	eV
LUMO energy	0.7	eV
energy relative to the best compared isomer or geometry (same formula, charge and spin)	10.7	kcal per mole
total charge	0
gap between HOMO and LUMO	10.087	eV
spin multiplicity	1

Geometry as XYZ:
```
12
Properties=species:S:1:pos:R:3:lowdin_charge:R:1
C 2.88 -0.66 0.98 -0.41
C 0.69 0.42 -0.31 -0.60
C 0.14 1.59 0.09 -0.12
C -1.41 0.20 0.09 -0.81
H 3.86 -1.11 0.77 0.03
H 2.32 -1.46 1.54 0.06
H 2.97 0.21 1.64 0.04
H 0.72 2.48 0.20 0.11
N -1.19 1.43 0.31 0.10
O -0.31 -0.53 -0.19 -0.03
S 2.27 -0.22 -0.64 0.90
Cl -2.89 -0.69 0.02 0.73
```

---

The molecule C4H4ClOP at a distorted geometry, computed with ωB97M-V/def2-TZVPD.

Properties
HOMO level	-8.974	eV
LUMO energy	0.3	eV
energy relative to the best compared isomer or geometry (same formula, charge and spin)	31.0	kcal per mole
total charge	0
gap between HOMO and LUMO	9.272	eV
spin multiplicity	1

Geometry as XYZ:
```
11
Properties=species:S:1:pos:R:3:lowdin_charge:R:1
C -0.37 -1.33 0.60 -0.13
C -0.59 -0.40 -0.54 -0.55
C -1.25 -2.29 0.45 -0.20
C -0.82 1.07 -0.25 -0.38
O -2.20 -2.87 0.02 0.13
P -2.20 0.25 -1.01 0.55
Cl -3.48 0.23 0.52 0.24
H 0.69 -1.52 0.62 0.11
H -0.06 -0.68 -1.43 0.11
H -1.02 1.25 0.79 0.06
H -0.16 1.79 -0.72 0.08
```

---

C4H4CoO2 as an isolated structure at a distorted geometry, computed with ωB97M-V/def2-TZVPD.

Properties
HOMO level (spin up / spin down)	-12.931 / -12.714	eV
LUMO energy (spin up / spin down)	-5.5 / -7.1	eV
energy relative to the best compared isomer or geometry (same formula, charge and spin)	50.6	kcal per mole
total charge	+1
gap between HOMO and LUMO (spin up / spin down)	7.471 / 5.648	eV
spin multiplicity	5
expectation value of S²	6.02

Geometry as XYZ:
```
11
Properties=species:S:1:pos:R:3:lowdin_spin:R:1
H -2.15 0.58 1.87 0.02
O 1.97 -0.09 -0.67 0.09
C 0.69 -0.70 -0.33 0.09
C -0.10 0.41 0.38 0.48
C -1.26 0.05 1.22 0.31
C -1.75 0.67 0.14 0.11
O -2.58 0.76 -0.81 0.28
Co 1.50 1.60 0.25 2.59
H 2.59 -0.69 -1.09 0.01
H 0.88 -1.57 0.32 0.01
H 0.21 -1.03 -1.27 0.01
```

---

C4H4CrO2 as an isolated structure at a distorted geometry, computed with ωB97M-V/def2-TZVPD.

Properties
HOMO level (spin up / spin down)	-22.554 / -25.843	eV
LUMO energy (spin up / spin down)	-17.8 / -15.8	eV
energy relative to the best compared isomer or geometry (same formula, charge and spin)	39.6	kcal per mole
total charge	+3
gap between HOMO and LUMO (spin up / spin down)	4.782 / 10.078	eV
spin multiplicity	6
expectation value of S²	8.77

Geometry as XYZ:
```
11
Properties=species:S:1:pos:R:3:lowdin_spin:R:1
H 0.22 -0.09 -1.61 0.01
O -2.87 1.40 -0.27 0.01
C -1.96 0.86 0.08 0.01
C -0.81 0.13 0.55 0.02
C 0.29 -0.17 -0.46 0.16
C 1.05 -1.38 -0.45 0.58
H -1.03 -0.52 1.41 0.00
H 1.30 -1.83 0.51 0.02
H 1.72 -1.57 -1.29 0.02
O 0.47 0.85 0.52 0.07
Cr 1.61 2.31 1.02 4.09
```